[1]
The following is a quantum chemistry calculation of a 7-piece molecular cluster, C33H80O21S3 overall in a non-equilibrium geometry, from OMol25.

Atoms and positions in Å:
C1 -2.0883 18.8676 -12.0099
C2 -1.4068 17.6610 -11.4086
O1 -2.0927 16.4972 -11.9221
S1 -1.6691 15.0608 -11.3956
C3 -0.6928 14.5004 -12.7580
O2 -0.8186 15.2184 -10.2641
O3 -2.8616 14.2952 -11.3449
H1 -3.1144 18.9679 -11.6644
H2 -2.1002 18.8023 -13.0981
H3 -1.5273 19.7622 -11.7378
H4 -0.3494 17.6241 -11.6830
H5 -1.4308 17.6894 -10.3193
H6 -1.1774 14.7737 -13.6904
H7 -0.6070 13.4213 -12.6701
H8 0.2656 15.0065 -12.6711
C4 -11.7492 23.8330 -11.0678
C5 -12.3040 22.4821 -10.5535
O4 -13.1592 22.8372 -9.4630
S2 -13.4510 21.7478 -8.3472
C6 -11.8674 21.4501 -7.6357
O5 -14.2750 22.4255 -7.4046
O6 -13.8847 20.5336 -8.9707
H9 -11.4324 24.3782 -10.1863
H10 -12.5384 24.3531 -11.6070
H11 -10.9506 23.5792 -11.7638
H12 -12.8364 22.0367 -11.3956
H13 -11.4743 21.8224 -10.3010
H14 -12.0170 20.8823 -6.7189
H15 -11.4733 22.4329 -7.3682
H16 -11.1516 20.9372 -8.2695
C7 -4.8946 21.5049 -10.7564
C8 -6.2755 21.1934 -10.2251
O7 -6.9724 22.4520 -10.0802
S3 -8.3981 22.4303 -9.4104
C9 -8.0284 22.2624 -7.6931
O8 -9.0036 23.6895 -9.6447
O9 -9.0791 21.2443 -9.8393
H17 -4.9190 22.3221 -11.4756
H18 -4.4360 20.6280 -11.2018
H19 -4.1991 21.8878 -9.9988
H20 -6.8146 20.6199 -10.9807
H21 -6.2299 20.6200 -9.2987
H22 -8.9271 22.5931 -7.1782
H23 -7.2258 22.9632 -7.4636
H24 -7.7399 21.2319 -7.5182
C10 -14.3485 20.9777 -4.4617
O10 -13.0212 20.5555 -4.6386
C11 -12.3191 20.4963 -3.4344
C12 -11.0180 19.7820 -3.6683
O11 -10.2380 20.5358 -4.5705
C13 -9.0157 19.9425 -4.9118
C14 -9.1045 18.7717 -5.8735
O12 -9.5853 19.1570 -7.1261
C15 -9.4853 18.1332 -8.0863
H25 -14.9103 20.1820 -3.9514
H26 -14.8032 21.1650 -5.4295
H27 -14.4870 21.8949 -3.8757
H28 -12.8688 19.9259 -2.6659
H29 -12.1400 21.4916 -3.0060
H30 -11.1858 18.7633 -4.0325
H31 -10.4898 19.6784 -2.7054
H32 -8.5202 19.5481 -4.0100
H33 -8.3953 20.7220 -5.3519
H34 -9.6891 17.9668 -5.4016
H35 -8.0860 18.3518 -5.9526
H36 -10.2068 17.3236 -7.9246
H37 -8.4719 17.7145 -8.1199
H38 -9.7213 18.5748 -9.0548
C16 -4.7806 20.4717 -14.2782
O13 -3.7257 21.2835 -13.8072
C17 -3.9380 22.6459 -14.0889
C18 -2.9866 23.5491 -13.3507
O14 -1.6254 23.4837 -13.7191
C19 -0.9500 22.3140 -13.2890
C20 0.5034 22.4356 -13.6224
O15 0.6973 22.2456 -15.0026
C21 2.0608 22.3199 -15.3702
H39 -4.6227 19.4558 -13.9147
H40 -4.8059 20.4309 -15.3712
H41 -5.7421 20.8193 -13.8793
H42 -4.9373 22.9242 -13.6985
H43 -3.9798 22.8605 -15.1619
H44 -3.1153 23.5335 -12.2623
H45 -3.2633 24.5656 -13.6591
H46 -1.3728 21.4233 -13.7538
H47 -1.0294 22.2221 -12.1934
H48 1.0840 21.7167 -13.0229
H49 0.8643 23.4309 -13.3187
H50 2.5712 21.3692 -15.1741
H51 2.5546 23.1465 -14.8545
H52 2.0981 22.4705 -16.4483
C22 -5.5833 15.7384 -13.0341
O16 -6.3106 15.8144 -14.2248
C23 -7.5952 15.2571 -14.1516
C24 -8.4654 15.7905 -13.0314
O17 -8.6194 17.1734 -13.1624
C25 -9.4513 17.7128 -12.1562
C26 -9.6594 19.1751 -12.3941
O18 -10.6911 19.3759 -13.3515
C27 -10.9485 20.7342 -13.5304
H53 -5.6682 14.7622 -12.5410
H54 -5.9201 16.4771 -12.2864
H55 -4.5483 16.0031 -13.2382
H56 -7.5287 14.1608 -14.0447
H57 -8.0951 15.4299 -15.1058
H58 -8.0295 15.4901 -12.0645
H59 -9.4319 15.2620 -13.0694
H60 -8.9262 17.6267 -11.1901
H61 -10.3966 17.1634 -12.1182
H62 -8.7512 19.6666 -12.7638
H63 -9.9716 19.6592 -11.4612
H64 -10.0914 21.3084 -13.9133
H65 -11.2945 21.2236 -12.6134
H66 -11.7321 20.8133 -14.2855
C28 -7.5507 26.1306 -8.2273
O19 -6.5792 25.1807 -7.8822
C29 -5.5021 25.1186 -8.8045
C30 -4.3239 24.4372 -8.1501
O20 -3.7848 25.2627 -7.1603
C31 -2.9696 24.5932 -6.2100
C32 -1.7160 23.9664 -6.7803
O21 -1.9026 22.8508 -7.6410
C33 -2.1931 21.6661 -6.9500
H67 -8.4538 25.9705 -7.6398
H68 -7.8461 26.0692 -9.2803
H69 -7.1973 27.1508 -8.0222
H70 -5.2126 26.1437 -9.0701
H71 -5.8043 24.5432 -9.6837
H72 -3.6145 24.1749 -8.9412
H73 -4.7043 23.4904 -7.7272
H74 -3.6225 23.8570 -5.7223
H75 -2.6212 25.3202 -5.4769
H76 -1.0269 23.6708 -5.9770
H77 -1.1963 24.7210 -7.3764
H78 -2.2264 20.8480 -7.6704
H79 -3.1560 21.7055 -6.4274
H80 -1.4057 21.4138 -6.2259

HOMO-LUMO gap, eV: 9.60
Energy, eV: -111013.918
Relative energy (zero: lowest compared OMol25 entry of this formula, charge and spin), kJ/mol: 0.00
Highest occupied orbital energy, eV: -9.60


[2]
The following is a quantum chemistry calculation of a 9-piece molecular cluster, C33H81Cl3O8 overall in a non-equilibrium geometry, from OMol25.

Atoms and positions in Å:
Cl1 0.9317 0.2203 -0.5797
C1 2.5488 -0.2427 0.1197
Cl2 2.4631 -0.2177 1.8692
Cl3 3.7652 0.7871 -0.5809
H1 2.8535 -1.2280 -0.2331
C2 -6.7022 -2.5466 -7.4781
C3 -5.6676 -1.6320 -8.0823
O1 -4.3124 -2.1065 -7.9639
C4 -3.7692 -1.6243 -6.6662
C5 -2.3317 -2.0387 -6.6783
H2 -7.6692 -2.0795 -7.6648
H3 -6.6923 -3.4612 -8.0710
H4 -6.5731 -2.7942 -6.4244
H5 -5.8497 -1.6592 -9.1566
H6 -5.7332 -0.5682 -7.8536
H7 -3.6999 -0.5389 -6.7390
H8 -4.2049 -2.0015 -5.7410
H9 -1.8073 -1.7153 -5.7792
H10 -1.8668 -1.6448 -7.5821
H11 -2.2245 -3.1222 -6.7289
C6 9.5311 -0.9827 3.1465
C7 8.6285 -2.1888 2.8829
O2 9.2817 -3.2114 3.5545
C8 8.4578 -4.4182 3.5785
C9 9.3784 -5.5116 3.9270
H12 9.4922 -1.0106 4.2355
H13 10.5798 -0.9991 2.8496
H14 9.1244 -0.0038 2.8927
H15 7.6535 -1.9492 3.3071
H16 8.6893 -2.4275 1.8211
H17 7.7881 -4.3562 4.4363
H18 7.9306 -4.6490 2.6528
H19 9.0307 -6.5302 4.0991
H20 9.9283 -5.2019 4.8157
H21 10.1994 -5.6615 3.2259
C10 -6.9758 1.7203 5.5542
C11 -6.4951 0.5014 4.8203
O3 -5.2769 0.7727 4.1710
C12 -4.5190 -0.3471 3.6941
C13 -3.7925 -1.1233 4.8141
H22 -7.1251 2.3887 4.7062
H23 -7.9912 1.5298 5.9016
H24 -6.3134 2.0527 6.3534
H25 -6.4303 -0.2924 5.5644
H26 -7.2691 0.2664 4.0896
H27 -5.0839 -1.0456 3.0767
H28 -3.6785 -0.0137 3.0854
H29 -4.4528 -1.8039 5.3516
H30 -3.2864 -0.4417 5.4978
H31 -3.0211 -1.7960 4.4394
C14 2.3841 -7.2818 -2.2160
C15 0.9208 -6.9438 -2.4567
O4 0.3663 -6.0722 -1.4935
C16 -1.0188 -5.8193 -1.7502
C17 -1.6637 -5.0888 -0.6131
H32 3.0137 -6.3923 -2.2370
H33 2.5679 -7.7395 -1.2440
H34 2.7435 -7.8673 -3.0622
H35 0.8458 -6.4117 -3.4051
H36 0.2692 -7.8173 -2.4777
H37 -0.9720 -5.2680 -2.6894
H38 -1.6199 -6.6959 -1.9918
H39 -1.0078 -4.3205 -0.2038
H40 -1.9185 -5.7205 0.2379
H41 -2.5651 -4.6765 -1.0665
C18 0.8965 6.8284 1.3456
C19 0.7168 5.4110 1.9768
O5 -0.0562 5.5922 3.1469
C20 -0.7804 4.4592 3.6191
C21 -1.5411 4.9164 4.8332
H42 -0.0157 7.0204 0.7808
H43 1.0398 7.6235 2.0774
H44 1.8052 6.7764 0.7459
H45 0.2253 4.6601 1.3581
H46 1.7022 5.0729 2.2972
H47 -1.4771 4.0128 2.9096
H48 -0.0682 3.6994 3.9410
H49 -2.0916 5.8546 4.7635
H50 -0.8453 5.0542 5.6608
H51 -2.2807 4.2199 5.2282
C22 3.4833 4.2278 -9.3376
C23 3.3025 3.8023 -7.8754
O6 2.9880 4.9781 -7.0627
C24 2.5033 4.8007 -5.6843
C25 0.9571 4.5012 -5.7196
H52 2.5724 4.6835 -9.7258
H53 4.3515 4.8839 -9.4002
H54 3.6628 3.3445 -9.9504
H55 2.4646 3.1433 -7.6482
H56 4.2636 3.3869 -7.5724
H57 3.0187 4.0684 -5.0629
H58 2.5328 5.7516 -5.1524
H59 0.6377 4.3723 -4.6855
H60 0.7583 3.4920 -6.0804
H61 0.3972 5.2490 -6.2812
C26 -10.3179 1.4291 -4.5675
C27 -9.1932 1.0405 -3.5856
O7 -8.7278 2.2676 -3.0590
C28 -7.7238 2.0161 -2.0664
C29 -6.4056 1.6129 -2.7819
H62 -11.0594 0.6302 -4.5681
H63 -10.7912 2.3916 -4.3732
H64 -9.8554 1.4541 -5.5542
H65 -9.6644 0.5233 -2.7498
H66 -8.4363 0.4445 -4.0955
H67 -7.5479 2.9454 -1.5246
H68 -8.0627 1.3139 -1.3047
H69 -5.6194 1.4854 -2.0378
H70 -6.1093 2.4909 -3.3558
H71 -6.5507 0.6955 -3.3524
C30 4.9623 2.1319 7.6212
C31 6.2241 1.3530 7.9216
O8 5.8663 0.0290 8.2307
C32 6.9728 -0.7673 8.5931
C33 6.2766 -2.1288 8.8460
H72 4.2071 2.0209 8.3993
H73 5.0820 3.2031 7.4595
H74 4.5322 1.7270 6.7051
H75 6.7320 1.4047 6.9586
H76 6.7712 1.8314 8.7340
H77 7.7775 -0.8799 7.8664
H78 7.3740 -0.3646 9.5231
H79 7.0501 -2.8003 9.2187
H80 5.7478 -2.4120 7.9360
H81 5.5794 -1.9135 9.6557

HOMO-LUMO gap, eV: 9.58
Energy, eV: -89475.016
Highest occupied orbital energy, eV: -9.50